Here is an isolated ion of composition C6H11NO2P and charge -1 in a non-equilibrium geometry from the Open Molecules 2025 dataset. Energies are from ωB97M-V/def2-TZVPD.

```
21
Properties=species:S:1:pos:R:3:forces:R:3:mulliken_charge:R:1
C -2.83740 -0.61811 0.07340 -0.3 -0.2 -0.4 0.374
C 1.33320 1.52127 -0.90815 -0.2 0.7 -4.2 -0.935
C 0.27433 -1.44616 -0.72444 -0.4 -3.1 -1.0 -1.403
C 0.84738 1.16348 0.48062 0.2 0.9 1.6 -0.563
C -0.02827 -1.13090 0.68376 -1.8 0.7 1.5 -0.210
C -0.47187 0.35580 0.70896 1.5 -1.2 1.0 0.128
N -3.81848 -1.16428 0.32783 -0.4 -0.6 0.3 -0.703
O -2.50678 1.89565 -0.15828 -2.1 4.2 1.1 -0.673
O 1.01922 -1.38551 1.63057 -0.3 -0.1 0.4 -0.601
P -1.77176 0.74779 -0.63124 2.0 -3.0 -0.5 -0.004
H 1.84472 0.72098 -1.52424 -0.1 0.5 1.3 0.216
H 0.57508 1.78124 -1.77501 0.5 -0.3 2.2 0.223
H 2.01090 2.41382 -0.99555 -0.4 -0.8 0.7 0.346
H 0.41078 -2.53351 -0.83510 0.0 -0.1 0.1 0.390
H -0.58137 -1.23790 -1.38642 0.4 0.3 0.3 0.446
H 1.17794 -1.05900 -1.14065 0.4 0.8 0.0 0.276
H 0.62933 2.10147 1.05003 0.6 -0.4 -0.6 0.314
H 1.73894 0.66901 1.00389 -1.4 0.7 -0.4 0.176
H -0.84032 -1.75643 1.15802 0.4 0.6 -1.2 0.383
H 1.83322 -1.50976 1.17340 0.9 -0.1 -0.6 0.364
H -0.83879 0.47106 1.78860 0.3 0.6 -1.5 0.458
```
Positions in Å, forces in eV/Å.

## Properties
- Relative energy (zero: lowest compared OMol25 entry of this formula, charge and spin): 56.5 kcal per mole
- Total charge: -1
- Structure (SMILES): CC[C@H]([C@@H](C)O)P([O-])C#N
- LUMO: 3.457 eV